C5H10N2O | the ωB97M-V functional and the def2-TZVPD basis

Each line ends with the Löwdin charge.
CARTESIAN COORDINATES (ANGSTROEM)
C1 1.14009 0.43428 1.83283  -0.039
N1 2.36036 0.32055 -0.67925  0.080
C2 1.21640 -0.32654 -0.54548  -0.164
N2 0.65172 -0.31301 0.68230  -0.144
H1 2.80654 0.31672 -1.57984  0.089
H2 2.82490 0.86735 0.04472  0.089
H3 -0.57022 -0.36471 -1.77553  0.019
H4 2.09740 0.03481 2.17300  0.091
H5 0.40346 0.33184 2.62991  0.085
H6 1.24761 1.49292 1.58885  0.090
C3 -0.55353 -1.02150 0.83309  -0.319
C4 -1.70791 -0.41130 -1.74123  -0.116
C5 -2.39682 0.59095 -1.22573  -0.082
O1 -1.30544 -0.87038 1.76508  0.051
H7 -0.62478 -1.84128 0.10803  0.126
H8 -2.20767 -1.29920 -2.10501  0.052
H9 -3.47388 0.57437 -1.14049  0.046
H10 -1.90822 1.48414 -0.86525  0.047

Values from the calculation:
* multiplicity: 1
* relative energy (zero: lowest compared OMol25 entry of this formula, charge and spin): 63.6 kcal/mol
* total charge: 0
* highest occupied orbital energy: -8.685 eV

C5H10N2O | the ωB97M-V functional and the def2-TZVPD basis

Each line ends with the Löwdin charge.
CARTESIAN COORDINATES (ANGSTROEM)
C1 -1.05972 0.24420 1.52422  -0.177
C2 -0.00818 1.16346 2.12825  -0.161
C3 -0.63378 -2.15375 -1.59595  0.037
N1 -0.02649 -1.16392 -1.12119  0.053
H1 -1.92889 0.18089 2.17776  0.063
H2 -0.66194 -0.75703 1.38511  0.047
H3 -0.93293 -2.23432 -2.64424  0.096
H4 -0.83392 -2.99630 -0.94923  0.080
H5 -0.40953 2.16626 2.25955  0.064
H6 0.30897 0.79317 3.10111  0.063
H7 0.86725 1.22961 1.48487  0.036
C4 0.13799 0.04349 -1.77771  -0.485
C5 1.42418 0.74102 -1.43769  -0.167
N2 2.25909 0.38753 -0.57761  0.128
O1 -0.73928 0.55643 -2.43357  0.105
H8 2.01974 -0.47515 -0.08323  0.057
H9 -1.39056 0.62104 0.55900  0.053
H10 1.60801 1.65336 -1.99941  0.111

Values from the calculation:
* multiplicity: 1
* relative energy (zero: lowest compared OMol25 entry of this formula, charge and spin): 46.1 kcal/mol
* total charge: 0
* highest occupied orbital energy: -9.836 eV
* SMILES: [H]/N=C\C(=O)N=C.CC

C5H10N2O | the ωB97M-V functional and the def2-TZVPD basis

Each line ends with the Löwdin charge.
CARTESIAN COORDINATES (ANGSTROEM)
C1 0.80287 0.29201 0.41759  -0.059
C2 -1.15723 -1.93805 1.03919  -0.143
N1 -0.40242 -1.70763 -0.17832  -0.168
C3 0.11002 0.24222 -0.75206  -0.193
C4 0.57622 3.06096 0.37353  -0.196
C5 -0.34356 0.55397 -1.93118  0.046
O1 0.70579 -2.57527 -0.11396  -0.089
N2 1.42089 2.23401 -0.04750  0.020
H1 0.95774 -2.67994 -1.04279  0.098
H2 1.76968 -0.19728 0.46732  0.101
H3 0.27945 0.48060 1.34999  0.092
H4 -0.54589 -1.84763 1.94632  0.073
H5 -1.98177 -1.22356 1.07748  0.080
H6 -1.58593 -2.94876 1.02672  0.082
H7 -0.39537 2.79250 0.83066  0.061
H8 0.81784 4.13776 0.41993  0.058
H9 -0.03233 1.46328 -2.43219  0.070
H10 -0.99600 -0.13920 -2.45075  0.067

Values from the calculation:
* multiplicity: 1
* relative energy (zero: lowest compared OMol25 entry of this formula, charge and spin): 196.0 kcal/mol
* total charge: 0
* highest occupied orbital energy (alpha / beta): -7.484 / -7.088 eV

C5H10N2O | the ωB97M-V functional and the def2-TZVPD basis

Each line ends with the Löwdin charge.
CARTESIAN COORDINATES (ANGSTROEM)
C1 0.27577 -1.45329 -0.47376  -0.064
C2 -1.75003 -1.20051 0.89600  -0.055
C3 1.53575 1.34011 -1.12906  -0.047
N1 -0.66169 -0.55607 0.17304  -0.167
C4 -0.77588 0.84675 -0.05261  -0.381
C5 0.70989 1.22396 0.11572  -0.379
N2 1.14734 1.71303 1.19936  0.168
O1 -1.72019 1.53164 0.26009  0.086
H1 0.52787 1.61486 1.99740  0.065
H2 -2.39629 -1.75458 0.20379  0.091
H3 -1.36786 -1.89668 1.64610  0.090
H4 0.34608 -1.26193 -1.55237  0.095
H5 1.26466 -1.36250 -0.01172  0.089
H6 -0.04122 -2.49242 -0.34065  0.090
H7 -2.34584 -0.41402 1.36594  0.085
H8 2.29685 0.56514 -1.14727  0.076
H9 2.02281 2.30512 -1.12837  0.081
H10 0.93200 1.25140 -2.02166  0.077

Values from the calculation:
* multiplicity: 1
* relative energy (zero: lowest compared OMol25 entry of this formula, charge and spin): 42.0 kcal/mol
* total charge: 0
* highest occupied orbital energy: -9.175 eV
* SMILES: [H]/N=C(/C)C(=O)N(C)C

C5H10N2O | the ωB97M-V functional and the def2-TZVPD basis

Each line ends with the Löwdin charge.
CARTESIAN COORDINATES (ANGSTROEM)
C1 -2.04885 -1.20444 1.72264  -0.097
C2 -0.74150 -1.29679 1.04950  -0.214
C3 1.88702 0.05351 0.24697  -0.118
C4 1.51759 0.58506 -1.11571  -0.196
C5 0.35321 1.61092 -1.44384  -0.213
H1 -2.70133 -0.40580 1.25434  0.093
H2 -2.44605 -2.06955 2.06252  0.019
H3 -1.84926 -0.49715 2.68524  0.128
H4 0.13167 -1.96541 1.49310  0.151
H5 2.86780 -0.24162 0.37841  0.076
H6 1.44222 0.77348 0.88083  0.093
H7 2.17834 0.36332 -1.90440  0.110
H8 -0.10736 2.12597 -0.61757  0.104
H9 0.84589 2.25619 -2.17289  0.105
H10 -1.33446 0.52132 -1.61881  0.160
N1 -0.47548 -0.66305 -0.08438  0.026
N2 0.94688 -0.70580 -0.56771  -0.058
O1 -0.46631 0.75983 -2.24824  -0.170

Values from the calculation:
* multiplicity: 1
* relative energy (zero: lowest compared OMol25 entry of this formula, charge and spin): 122.5 kcal/mol
* total charge: 0
* highest occupied orbital energy: -8.716 eV
* SMILES: C/C=N/N1C[C@@H]1CO

C5H10N2O | the ωB97M-V functional and the def2-TZVPD basis

Each line ends with the Löwdin charge.
CARTESIAN COORDINATES (ANGSTROEM)
O1 -3.18808 0.23636 -0.38880  -0.129
C1 -1.87590 0.44590 -0.41888  -0.560
C2 -1.37925 1.09163 0.81602  0.111
C3 -1.19378 -0.64456 0.38856  -0.185
C4 1.18361 -0.52805 -0.47168  -0.256
N1 3.48607 0.32033 -0.66325  0.074
C5 2.42520 0.04029 0.28451  -0.336
N2 0.28244 -1.17282 0.51473  0.095
H1 -1.46554 0.70611 -1.41156  0.155
H2 -2.13259 1.17853 1.56931  0.099
H3 -0.59974 1.90794 0.80843  0.125
H4 -0.84075 -1.44176 -0.27076  0.144
H5 -2.04447 -1.04612 1.00175  0.163
H6 0.94817 0.27831 -1.26203  0.139
H7 1.67066 -1.23889 -1.16239  0.114
H8 2.78205 -0.81764 0.94276  0.132
H9 3.72580 1.31084 -0.65496  0.020
H10 2.12211 0.80800 0.99830  0.096

Values from the calculation:
* multiplicity: 1
* relative energy (zero: lowest compared OMol25 entry of this formula, charge and spin): 296.2 kcal/mol
* total charge: 0
* highest occupied orbital energy: -7.823 eV

C5H10N2O | the ωB97M-V functional and the def2-TZVPD basis

Each line ends with the Löwdin charge.
CARTESIAN COORDINATES (ANGSTROEM)
C1 -0.31391 1.89349 -1.54105  -0.137
C2 -1.47898 -0.23246 -1.18616  -0.111
C3 0.78821 -0.90630 -0.01345  -0.161
C4 1.45886 -1.06206 1.47435  -0.081
C5 0.00987 -0.58212 1.87693  -0.206
H1 0.00406 2.49000 -2.60190  0.121
H2 -1.28833 2.33879 -1.03813  0.104
H3 0.85217 2.00795 -0.78049  0.159
H4 -2.28655 -0.47145 -1.76618  0.079
H5 1.16789 -0.23553 -0.95305  0.136
H6 0.41808 -1.97577 -0.18721  0.123
H7 1.36625 -2.21534 1.67479  0.125
H8 2.27433 -0.47503 1.55083  0.046
H9 0.13286 0.29321 2.56867  0.100
H10 -1.01102 -1.21938 2.07871  0.159
N1 -1.47132 -0.19397 0.18778  0.065
N2 -0.17642 0.06522 0.58565  -0.251
O1 -0.44606 0.48076 -1.93010  -0.271

Values from the calculation:
* multiplicity: 1
* relative energy (zero: lowest compared OMol25 entry of this formula, charge and spin): 181.4 kcal/mol
* total charge: 0
* highest occupied orbital energy: -8.704 eV

C5H10N2O | the ωB97M-V functional and the def2-TZVPD basis

Each line ends with the Löwdin charge.
CARTESIAN COORDINATES (ANGSTROEM)
C1 -0.72762 -2.09858 0.02774  -0.107
N1 1.22785 0.05540 -1.09908  -0.035
N2 1.10604 1.28301 -0.58400  -0.053
C2 -0.86487 -0.68765 -0.43811  -0.308
C3 0.52485 1.36775 0.67712  -0.207
C4 -1.76959 -0.24668 -1.30335  -0.018
C5 0.85055 2.09142 1.72949  0.019
O1 1.97133 -0.73957 -0.23990  -0.055
H1 1.81010 -0.44718 0.67970  0.086
H2 0.71056 1.90071 -1.28660  0.152
H3 -0.40886 0.22182 0.37660  0.093
H4 -1.50192 -2.73551 -0.40750  0.074
H5 0.24364 -2.50558 -0.26009  0.065
H6 -0.79562 -2.16771 1.11764  0.076
H7 -1.81418 0.79673 -1.59950  0.046
H8 -2.50604 -0.90392 -1.75518  0.054
H9 1.72189 2.73962 1.75421  0.062
H10 0.22190 2.07592 2.61078  0.055

Values from the calculation:
* multiplicity: 1
* relative energy (zero: lowest compared OMol25 entry of this formula, charge and spin): 176.8 kcal/mol
* total charge: 0
* highest occupied orbital energy (alpha / beta): -8.126 / -8.125 eV

C5H10N2O | the ωB97M-V functional and the def2-TZVPD basis

Each line ends with the Löwdin charge.
CARTESIAN COORDINATES (ANGSTROEM)
C1 1.01691 0.79744 -1.91745  -0.100
C2 1.13928 0.04767 -0.57532  -0.188
C3 -0.02839 -0.82532 -0.24485  -0.282
C4 -0.13935 -1.80556 0.70535  -0.124
N1 -1.42672 -1.91444 1.15145  0.048
C5 -2.09837 -0.99886 0.51018  -0.216
N2 -1.30555 -0.32754 -0.36363  0.089
H1 0.58207 1.78801 -1.74088  0.068
H2 0.36604 0.25762 -2.61344  0.073
H3 1.97386 1.00187 -2.39276  0.067
H4 2.10460 -0.45281 -0.51455  0.114
H5 1.15365 0.76190 0.25424  0.083
H6 0.63847 -2.47178 1.03111  0.102
H7 -3.17125 -0.95808 0.53689  0.110
H8 -1.47938 0.41722 -1.01585  0.143
H9 0.13440 1.20934 3.11369  0.046
H10 -0.04384 1.79951 1.67847  0.025
O1 0.58358 1.67381 2.39733  -0.056

Values from the calculation:
* multiplicity: 1
* relative energy (zero: lowest compared OMol25 entry of this formula, charge and spin): 17.0 kcal/mol
* total charge: 0
* highest occupied orbital energy: -8.554 eV
* SMILES: CCc1cnc[nH]1.O

C5H10N2O2 | the ωB97M-V functional and the def2-TZVPD basis

Each line ends with the Löwdin charge.
CARTESIAN COORDINATES (ANGSTROEM)
C1 -1.64173 -0.14231 -0.99028  -0.017
C2 0.32764 0.15450 0.99767  -0.328
C3 0.89516 0.00631 -0.44826  -0.229
C4 -0.29526 0.50831 -0.91752  -0.328
N1 2.11880 0.59231 -0.75218  0.091
N2 -0.19173 -2.18928 1.11393  0.036
C5 -0.00903 -0.94666 1.70338  -0.171
O1 0.56066 1.34248 1.69026  0.018
O2 -0.21569 1.71783 -1.61407  0.037
H1 0.47323 2.07394 1.06652  0.095
H2 -0.99818 1.82519 -2.16768  0.100
H3 2.81278 0.57933 -0.02224  0.093
H4 2.09381 1.46705 -1.26024  0.081
H5 0.18545 -2.21683 0.16909  0.074
H6 0.07583 -2.97602 1.68632  0.076
H7 -0.16947 -0.88198 2.77004  0.117
H8 -2.44243 0.59596 -0.91157  0.089
H9 -1.75710 -0.67559 -1.93642  0.095
H10 -1.82273 -0.83457 -0.17675  0.070

Values from the calculation:
* multiplicity: 1
* relative energy (zero: lowest compared OMol25 entry of this formula, charge and spin): 95.3 kcal/mol
* total charge: 0
* highest occupied orbital energy: -6.702 eV

What did the tenth record say?
C5H10N2O2 | the ωB97M-V functional and the def2-TZVPD basis

Each line ends with the Löwdin charge.
CARTESIAN COORDINATES (ANGSTROEM)
C1 -1.64173 -0.14231 -0.99028  -0.017
C2 0.32764 0.15450 0.99767  -0.328
C3 0.89516 0.00631 -0.44826  -0.229
C4 -0.29526 0.50831 -0.91752  -0.328
N1 2.11880 0.59231 -0.75218  0.091
N2 -0.19173 -2.18928 1.11393  0.036
C5 -0.00903 -0.94666 1.70338  -0.171
O1 0.56066 1.34248 1.69026  0.018
O2 -0.21569 1.71783 -1.61407  0.037
H1 0.47323 2.07394 1.06652  0.095
H2 -0.99818 1.82519 -2.16768  0.100
H3 2.81278 0.57933 -0.02224  0.093
H4 2.09381 1.46705 -1.26024  0.081
H5 0.18545 -2.21683 0.16909  0.074
H6 0.07583 -2.97602 1.68632  0.076
H7 -0.16947 -0.88198 2.77004  0.117
H8 -2.44243 0.59596 -0.91157  0.089
H9 -1.75710 -0.67559 -1.93642  0.095
H10 -1.82273 -0.83457 -0.17675  0.070

Values from the calculation:
* multiplicity: 1
* relative energy (zero: lowest compared OMol25 entry of this formula, charge and spin): 95.3 kcal/mol
* total charge: 0
* highest occupied orbital energy: -6.702 eV

Which of these has the lowest relative energy (zero: lowest compared OMol25 entry of this formula, charge and spin)?
number 9

Repeat the fourth record exactly.
C5H10N2O | the ωB97M-V functional and the def2-TZVPD basis

Each line ends with the Löwdin charge.
CARTESIAN COORDINATES (ANGSTROEM)
C1 0.27577 -1.45329 -0.47376  -0.064
C2 -1.75003 -1.20051 0.89600  -0.055
C3 1.53575 1.34011 -1.12906  -0.047
N1 -0.66169 -0.55607 0.17304  -0.167
C4 -0.77588 0.84675 -0.05261  -0.381
C5 0.70989 1.22396 0.11572  -0.379
N2 1.14734 1.71303 1.19936  0.168
O1 -1.72019 1.53164 0.26009  0.086
H1 0.52787 1.61486 1.99740  0.065
H2 -2.39629 -1.75458 0.20379  0.091
H3 -1.36786 -1.89668 1.64610  0.090
H4 0.34608 -1.26193 -1.55237  0.095
H5 1.26466 -1.36250 -0.01172  0.089
H6 -0.04122 -2.49242 -0.34065  0.090
H7 -2.34584 -0.41402 1.36594  0.085
H8 2.29685 0.56514 -1.14727  0.076
H9 2.02281 2.30512 -1.12837  0.081
H10 0.93200 1.25140 -2.02166  0.077

Values from the calculation:
* multiplicity: 1
* relative energy (zero: lowest compared OMol25 entry of this formula, charge and spin): 42.0 kcal/mol
* total charge: 0
* highest occupied orbital energy: -9.175 eV
* SMILES: [H]/N=C(/C)C(=O)N(C)C